Entry 1:
Molecular formula: C9H17F3N4O4P
Method: DFT, wB97M-V/def2-TZVPD

Output
**Highest occupied orbital energy**: -2.30 eV
**2S+1**: 1
**LUMO**: 0.2 eV
**Orbital gap**: 2.517 eV
**Charge**: -1
**Energy**: -41187.26370 eV

Each line ends with the natural charge from an NBO analysis.
Cartesian coordinates (Å):
N -3.8918 -1.8855 -1.4385  -1.30
P -3.3074 -0.3996 -1.7121  2.08
O -2.6151 -0.1593 -3.3023  -0.94
O -4.6789 0.7039 -1.5745  -0.98
C -1.9938 0.1614 -0.4370  -0.42
N -0.6068 -0.0844 -0.9751  -0.69
C -0.1150 -1.4009 -0.3444  0.51
N 0.7615 -2.3439 -0.8735  -0.90
N -0.8480 -1.4685 1.0075  -0.67
C -1.9901 -0.4698 1.0791  -0.04
C -1.6264 0.5338 2.3606  -0.43
C -0.3288 1.4996 2.0898  -0.50
C -0.6573 2.9015 1.3057  0.26
F -2.0019 3.5294 1.5790  -0.37
C 0.2216 3.5911 0.3179  0.61
F -0.1954 3.5508 -1.1209  -0.34
F 1.4816 4.2657 0.7445  -0.32
H -4.9335 -1.7566 -1.2516  0.38
H -2.1313 0.7317 -3.2285  0.50
H -5.0319 0.8143 -2.5282  0.50
H -2.3318 1.2790 -0.2266  0.26
H 0.0615 0.6866 -0.7547  0.39
H 1.7995 -2.3170 -0.7601  0.45
H 0.3235 -3.1738 -1.3510  0.40
H -0.2441 -1.4137 1.8574  0.38
H -3.0270 -0.9419 1.4283  0.23
H -2.6126 1.1473 2.6156  0.23
H -1.4234 -0.1644 3.2993  0.23
H 0.4269 0.8750 1.4179  0.26
H 0.1221 1.7870 3.1365  0.25
O 3.6570 -2.0577 -0.7542  -0.71
C 4.5392 -1.5343 0.1083  -0.04
C 5.8094 -0.9862 -0.6983  -0.02
O 6.6984 -0.4757 0.1655  -0.72
H 4.9464 -2.2100 0.8812  0.12
H 4.1934 -0.6868 0.7266  0.12
H 5.4016 -0.2999 -1.4616  0.11
H 6.1486 -1.8280 -1.3276  0.11

Entry 2:
Molecular formula: C41H80Cl14NO7P
Method: DFT, wB97M-V/def2-TZVPD

Output
**Highest occupied orbital energy**: -7.05 eV
**2S+1**: 1
**Structure (SMILES)**: [H]/N=C/C[C@H](CCCOC(C)=O)OCCO[C@H](CC[C@@H](C)CCC=C(C)C)CCP(=O)(OCC)OCC.ClCCCl.ClCCCl.ClCCCl.ClCCCl.ClCCCl.ClCCCl.ClCCCl
**LUMO**: 0.4 eV
**Orbital gap**: 7.481 eV
**Charge**: 0
**Energy**: -244240.90446 eV
**Energy above the lowest of the compared OMol25 structures with the same formula, charge and spin**: 0.0 kJ/mol

Each line ends with the Mulliken charge.
Cartesian coordinates (Å):
H 0.9023 -5.6576 4.6630  0.22
N 1.1244 -4.6653 4.5925  -0.40
C 1.3189 -4.1662 5.7468  -0.24
C 1.6607 -2.7117 5.8588  -0.66
C 0.4605 -1.7217 5.8188  0.25
C -0.9145 -2.2824 6.1659  -1.59
C -1.6481 -3.0083 5.0330  -0.07
C -3.1741 -2.9813 5.1862  -0.26
O -3.7308 -4.2611 5.5576  -0.45
C -3.9278 -5.0993 4.5368  0.86
C -4.8590 -6.2387 4.8297  -0.80
O -3.4012 -4.9808 3.4535  -0.59
O 0.4092 -1.0301 4.5786  -0.18
C 1.2316 0.1147 4.6003  -0.70
C 1.3462 0.6822 3.2006  -0.42
O 2.1779 1.8308 3.3056  -0.51
C 2.8198 2.1380 2.0812  0.43
C 3.8854 3.2105 2.2703  -1.35
C 5.1839 2.9108 1.4943  -0.95
C 5.1721 3.3618 0.0349  1.92
C 5.3013 4.8873 -0.0788  -1.76
C 6.3141 2.7154 -0.7667  -0.94
C 6.0440 1.2345 -1.0911  -0.78
C 5.0060 1.1393 -2.2116  0.16
C 4.2124 0.0286 -2.3772  0.05
C 2.7130 0.1139 -2.1931  -0.27
C 4.7840 -1.3136 -2.7229  -1.52
C 1.8214 2.5198 0.9785  -0.88
C 0.6469 3.3693 1.4735  -0.90
P -0.7547 3.2339 0.3547  1.14
O -1.0123 1.8068 0.0648  -0.76
O -1.9777 3.9661 1.0538  -0.45
C -2.9845 3.1242 1.6396  -0.33
C -4.0361 2.7095 0.6147  -1.05
O -0.4795 4.0999 -0.9482  -0.53
C 0.2356 3.4252 -2.0043  0.38
C -0.6877 2.7223 -2.9984  -0.86
H 1.2611 -4.8115 6.6272  0.35
H 2.2399 -2.5152 6.7609  0.32
H 2.2826 -2.4852 4.9930  0.25
H 0.6788 -0.9673 6.5824  0.57
H -1.5243 -1.4149 6.4396  0.65
H -0.8446 -2.8846 7.0748  0.20
H -1.3812 -4.0627 5.0922  0.05
H -1.3315 -2.6894 4.0445  0.41
H -3.4047 -2.3226 6.0219  0.51
H -3.6678 -2.6208 4.2880  0.04
H -5.7918 -6.0654 4.2938  -0.07
H -4.4311 -7.1460 4.4080  0.39
H -5.0276 -6.3938 5.8921  0.32
H 2.2435 -0.1042 4.9588  0.40
H 0.7880 0.8959 5.2280  0.22
H 1.7259 -0.0435 2.4786  0.28
H 0.3469 1.0168 2.9032  0.05
H 3.3423 1.2276 1.7545  0.48
H 3.5422 4.2023 1.9686  0.33
H 4.1566 3.2929 3.3245  0.43
H 5.4058 1.8458 1.5841  0.53
H 5.9948 3.4601 1.9809  0.41
H 4.2640 3.0696 -0.4995  -0.70
H 6.1416 5.2276 0.5295  0.36
H 5.4464 5.1827 -1.1160  0.42
H 4.3974 5.3636 0.3044  0.38
H 7.2834 2.8626 -0.2837  0.49
H 6.3395 3.2414 -1.7223  -0.06
H 5.5785 0.7792 -0.2189  0.39
H 6.9973 0.7488 -1.3306  0.53
H 4.8826 1.9920 -2.8856  0.13
H 2.1849 0.6369 -3.0013  -0.08
H 2.2895 -0.8886 -2.1327  0.46
H 2.4971 0.6210 -1.2560  -0.16
H 4.7120 -1.4607 -3.8014  0.28
H 4.2671 -2.1443 -2.2318  0.39
H 5.8375 -1.3853 -2.4424  0.39
H 1.4389 1.5988 0.5326  0.44
H 2.3023 3.0590 0.1643  0.66
H 0.9695 4.4148 1.5187  0.42
H 0.3240 3.1241 2.4838  0.52
H -3.4774 3.7060 2.4168  0.45
H -2.5566 2.2514 2.1323  0.16
H -4.0038 3.4216 -0.2073  0.30
H -5.0212 2.7093 1.0817  0.38
H -3.8675 1.7141 0.2111  0.33
H 0.8835 2.6556 -1.5860  -0.44
H 0.8966 4.1259 -2.5105  0.47
H -1.5940 2.4514 -2.4603  0.27
H -0.9018 3.3361 -3.8690  0.19
H -0.2124 1.7850 -3.2779  0.21
Cl -8.0352 -2.3989 1.2088  -0.20
C -7.1212 -3.3999 2.3669  0.05
C -6.8825 -2.6861 3.6710  -0.33
Cl -5.7491 -1.3173 3.5037  -0.17
H -6.1852 -3.6908 1.8955  0.27
H -7.7136 -4.2971 2.5411  -0.11
H -6.4358 -3.3782 4.3852  0.03
H -7.8069 -2.3012 4.0937  0.45
Cl 8.8179 5.0453 -5.4081  -0.20
C 8.7177 3.6379 -4.3193  -0.41
C 7.6022 2.6997 -4.7001  -0.39
Cl 5.9963 3.4165 -4.4205  -0.16
H 8.5942 4.0075 -3.3043  0.23
H 9.6705 3.1153 -4.3856  0.36
H 7.6553 1.7992 -4.0878  0.16
H 7.6612 2.4119 -5.7464  0.48
Cl 5.1916 -4.5959 1.5216  -0.21
C 3.5001 -5.1293 1.3247  -0.14
C 3.3397 -6.6097 1.5428  -0.42
Cl 4.1138 -7.5743 0.2566  -0.20
H 3.1706 -4.8351 0.3317  0.31
H 2.9068 -4.5891 2.0620  0.04
H 2.2811 -6.8635 1.5369  0.28
H 3.7671 -6.9179 2.4934  0.32
Cl -9.1923 -6.4319 2.0617  -0.18
C -8.5131 -8.0524 1.7595  -0.41
C -7.1142 -8.1889 2.3011  -0.50
Cl -5.9460 -7.1805 1.4102  -0.14
H -8.5459 -8.2315 0.6883  0.33
H -9.1673 -8.7704 2.2511  0.31
H -6.7843 -9.2219 2.2054  0.37
H -7.0679 -7.9051 3.3500  0.26
Cl -0.0123 4.6339 -7.6133  -0.20
C -0.1584 2.9037 -8.0168  -0.29
C -0.3059 2.0468 -6.7878  -0.63
Cl 1.1823 2.0110 -5.8072  -0.15
H 0.7153 2.6199 -8.5981  0.30
H -1.0405 2.8000 -8.6467  0.26
H -0.5178 1.0198 -7.0801  0.39
H -1.1147 2.3996 -6.1520  0.32
Cl -2.2889 4.7929 -10.2019  -0.18
C -0.9286 5.4554 -11.1389  -0.43
C -0.8101 4.8165 -12.4976  -0.41
Cl -0.3152 3.1058 -12.3894  -0.18
H -0.0230 5.3165 -10.5526  0.27
H -1.1081 6.5235 -11.2484  0.34
H -0.0478 5.3323 -13.0787  0.30
H -1.7503 4.8585 -13.0409  0.31
Cl -8.7252 2.9978 -0.6797  -0.20
C -8.5370 1.2378 -0.8975  -0.41
C -7.1219 0.7824 -0.6514  -0.21
Cl -6.0016 1.3736 -1.9050  -0.18
H -8.8648 0.9880 -1.9031  0.36
H -9.2040 0.7562 -0.1837  0.27
H -7.0761 -0.3049 -0.6699  0.14
H -6.7569 1.1262 0.3132  0.24

Entry 3:
Molecular formula: C38H44F3N2
Method: DFT, wB97M-V/def2-TZVPD

Output
**Highest occupied orbital energy**: -9.07 eV
**2S+1**: 1
**LUMO**: -5.8 eV
**Orbital gap**: 3.313 eV
**Charge**: +1
**Energy**: -51245.70566 eV

Each line ends with the Mulliken charge.
Cartesian coordinates (Å):
C -1.2108 0.4552 3.2233  -1.34
C -2.2957 1.4874 3.2304  -0.24
C -3.5480 1.2127 2.6917  -0.14
C -4.5227 2.2085 2.5643  0.98
C -5.8662 1.8276 2.0275  -1.56
C -4.2119 3.5305 2.9305  1.30
C -5.1434 4.6895 2.6305  0.21
C -6.1732 4.8915 3.7555  -1.44
C -5.8577 4.6768 1.2374  -1.21
C -5.0452 4.2027 0.0872  -0.16
C -4.8530 5.0265 -1.0610  0.20
C -3.5366 5.5187 -1.3772  0.57
C -2.4247 5.3958 -0.3751  -1.51
C -3.3206 6.2124 -2.5569  -0.85
C -4.3677 6.5667 -3.4136  0.61
C -4.0963 7.2876 -4.6974  -1.51
C -5.6722 6.2537 -3.0123  -0.93
C -5.9426 5.5414 -1.8509  0.96
C -7.3727 5.3333 -1.4479  -1.55
C -3.0476 3.7561 3.6948  0.18
C -2.7893 5.0641 4.3928  -1.58
C -2.0845 2.7537 3.7839  -0.86
H -0.3295 0.8330 3.7498  0.39
H -1.5354 -0.4714 3.7132  0.34
H -0.9080 0.1938 2.1999  0.24
H -3.7836 0.1991 2.3607  0.42
H -6.6953 2.1897 2.6501  0.25
H -6.0116 2.2152 1.0122  0.26
H -5.9415 0.7439 1.9539  0.08
H -4.5197 5.5981 2.6242  0.57
H -5.6826 4.8731 4.7350  0.35
H -6.6867 5.8567 3.6512  0.40
H -6.9321 4.0985 3.7422  0.32
H -6.8151 4.1199 1.2770  0.47
H -6.1557 5.7335 1.0768  0.78
H -4.3391 3.3922 0.2812  0.78
H -1.4499 5.5330 -0.8593  0.48
H -2.5115 6.1645 0.4121  0.30
H -2.4312 4.4221 0.1254  0.26
H -2.3051 6.5160 -2.8213  0.46
H -5.0166 7.3900 -5.2780  0.38
H -3.7005 8.2969 -4.5261  0.33
H -3.3534 6.7530 -5.3008  0.38
H -6.5049 6.5960 -3.6373  0.31
H -8.0327 5.7482 -2.2226  0.42
H -7.6105 4.2680 -1.3334  0.27
H -7.6121 5.8404 -0.5027  0.30
H -1.8952 4.9657 5.0204  0.43
H -2.6049 5.8835 3.6839  0.31
H -3.6243 5.3633 5.0422  0.24
H -1.1493 2.9618 4.3007  0.32
C -3.3197 -0.4548 -2.5750  -1.09
N -3.7156 -0.6004 -1.1906  0.42
C -5.0269 -0.1516 -0.7457  0.57
H -4.9804 0.9740 -0.4767  -1.44
C -6.1058 -0.3987 -1.7778  1.07
C -6.3304 -1.7203 -2.2041  -0.30
C -7.3415 -2.0035 -3.1111  -1.15
C -8.1187 -0.9544 -3.5877  0.09
C -9.2194 -1.2848 -4.5606  0.80
F -10.2219 -0.3578 -4.5509  -0.27
F -8.7435 -1.3510 -5.8479  -0.25
F -9.7930 -2.4992 -4.2870  -0.26
C -7.8820 0.3627 -3.2172  -0.73
C -6.8643 0.6434 -2.3019  -0.75
N -5.2205 -0.9649 0.4582  1.07
C -6.5600 -1.3302 0.8922  -1.35
C -4.1777 -1.8701 0.6141  0.31
C -3.2482 -1.6446 -0.4115  1.05
C -2.2566 -2.5840 -0.6963  -0.96
C -2.2064 -3.7454 0.0837  -0.78
C -3.1328 -3.9597 1.1237  -0.86
C -4.1324 -3.0202 1.3989  -0.55
H -2.2763 -0.7538 -2.6727  0.37
H -3.9290 -1.0827 -3.2484  0.33
H -3.4370 0.5874 -2.8801  0.26
H -5.7370 -2.5554 -1.8224  0.54
H -7.5275 -3.0270 -3.4311  0.44
H -8.4867 1.1677 -3.6301  0.46
H -6.6544 1.6694 -1.9834  0.44
H -6.4961 -1.7386 1.9034  0.46
H -7.1998 -0.4463 0.9019  0.35
H -7.0204 -2.0855 0.2348  0.29
H -1.5671 -2.4155 -1.5268  0.27
H -1.4493 -4.5083 -0.1132  0.40
H -3.0708 -4.8811 1.7099  0.40
H -4.8787 -3.1705 2.1817  0.36

Entry 4:
Molecular formula: C2H7FN
Method: DFT, wB97M-V/def2-TZVPD

Output
**Highest occupied orbital energy**: -3.01 eV
**2S+1**: 1
**LUMO**: 4.3 eV
**Orbital gap**: 7.320 eV
**Charge**: -1
**Energy**: -6394.86119 eV
**Energy above the lowest of the compared OMol25 structures with the same formula, charge and spin**: 0.0 kJ/mol

Each line ends with the natural charge from an NBO analysis.
Cartesian coordinates (Å):
C -0.0413 0.1657 0.5118  -0.21
H 0.0491 -1.0030 -1.2781  0.23
F 2.6985 0.5557 -0.7846  -0.99
C -0.1369 -1.1739 -0.2060  -0.61
H 0.9584 0.2596 0.9890  0.25
H -1.1532 -1.5865 -0.1032  0.16
H 0.5881 -1.9024 0.1949  0.21
N -0.4663 1.2335 -0.3651  -0.81
H -0.3074 2.1432 0.1511  0.35
H -1.4686 1.1652 -0.5417  0.32
H -0.7203 0.1428 1.4320  0.10